{
  "formula": "C55H139N11O19",
  "method": "ωB97M-V/def2-TZVPD",
  "smiles": "COCCNCCOC.COCCNCCOC.COCCNCCOC.COCCNCCOC.COCCNCCOC.COCCNCCOC.COCCNCCOC.COCCNCCOC.COCCNCCOC.NC(N)=O",
  "homo_ev": -8.02,
  "energy_ha": -4210.20880,
  "spin_multiplicity": 1,
  "total_charge": 0,
  "mol_weight_da": 1258.8,
  "de_lowest_kcal_mol": 116.5,
  "symbols": ["C", "O", "C", "C", "N", "C", "C", "O", "C", "H", "H", "H", "H", "H", "H", "H", "H", "H", "H", "H", "H", "H", "H", "H", "C", "O", "C", "C", "N", "C", "C", "O", "C", "H", "H", "H", "H", "H", "H", "H", "H", "H", "H", "H", "H", "H", "H", "H", "C", "O", "C", "C", "N", "C", "C", "O", "C", "H", "H", "H", "H", "H", "H", "H", "H", "H", "H", "H", "H", "H", "H", "H", "C", "O", "C", "C", "N", "C", "C", "O", "C", "H", "H", "H", "H", "H", "H", "H", "H", "H", "H", "H", "H", "H", "H", "H", "C", "O", "C", "C", "N", "C", "C", "O", "C", "H", "H", "H", "H", "H", "H", "H", "H", "H", "H", "H", "H", "H", "H", "H", "C", "O", "C", "C", "N", "C", "C", "O", "C", "H", "H", "H", "H", "H", "H", "H", "H", "H", "H", "H", "H", "H", "H", "H", "C", "O", "C", "C", "N", "C", "C", "O", "C", "H", "H", "H", "H", "H", "H", "H", "H", "H", "H", "H", "H", "H", "H", "H", "C", "O", "C", "C", "N", "C", "C", "O", "C", "H", "H", "H", "H", "H", "H", "H", "H", "H", "H", "H", "H", "H", "H", "H", "C", "O", "C", "C", "N", "C", "C", "O", "C", "H", "H", "H", "H", "H", "H", "H", "H", "H", "H", "H", "H", "H", "H", "H", "C", "O", "N", "N", "H", "H", "H", "H"],
  "coordinates": [[10.220, -21.077, -27.819], [10.656, -19.842, -28.468], [11.893, -19.423, -27.917], [12.201, -17.933, -28.308], [12.455, -17.851, -29.731], [12.606, -16.476, -30.196], [13.178, -16.446, -31.601], [14.551, -16.045, -31.600], [15.087, -15.845, -32.867], [10.637, -21.866, -28.443], [9.131, -21.133, -27.814], [10.444, -21.182, -26.757], [12.742, -20.077, -28.113], [11.875, -19.519, -26.831], [13.104, -17.675, -27.756], [11.347, -17.303, -28.059], [11.566, -18.210, -30.049], [13.262, -15.948, -29.504], [11.642, -15.968, -30.218], [12.584, -15.741, -32.182], [13.257, -17.391, -32.141], [15.259, -16.849, -33.256], [16.017, -15.293, -33.002], [14.403, -15.311, -33.526], [6.024, -23.895, -29.069], [7.001, -23.509, -30.119], [7.256, -22.083, -30.105], [8.033, -21.759, -31.463], [8.411, -20.317, -31.525], [8.865, -19.821, -32.819], [10.069, -18.829, -32.835], [9.901, -17.534, -32.144], [8.918, -16.761, -32.829], [6.016, -24.955, -28.816], [5.075, -23.586, -29.508], [6.127, -23.295, -28.165], [7.890, -21.844, -29.252], [6.387, -21.429, -30.024], [7.457, -22.086, -32.328], [8.909, -22.387, -31.628], [9.199, -20.202, -30.904], [8.076, -19.385, -33.432], [9.217, -20.620, -33.471], [10.527, -18.604, -33.798], [10.838, -19.318, -32.236], [7.890, -17.082, -32.662], [9.256, -16.487, -33.828], [8.951, -15.764, -32.388], [3.722, -20.043, -22.015], [4.017, -18.844, -22.902], [3.396, -19.079, -24.181], [3.796, -17.964, -25.226], [5.230, -18.113, -25.509], [5.895, -16.894, -26.127], [6.032, -15.743, -25.075], [6.713, -16.363, -23.998], [6.794, -15.541, -22.830], [2.657, -20.168, -21.820], [4.265, -20.108, -21.073], [4.065, -20.981, -22.452], [2.325, -19.262, -24.091], [3.773, -20.015, -24.594], [3.540, -17.031, -24.724], [3.238, -18.000, -26.162], [5.654, -17.988, -24.601], [5.204, -16.485, -26.865], [6.861, -17.122, -26.577], [5.033, -15.431, -24.771], [6.564, -14.863, -25.438], [7.693, -15.737, -22.245], [5.933, -15.700, -22.181], [6.731, -14.485, -23.094], [8.145, -2.795, -26.125], [8.449, -4.170, -26.157], [8.152, -4.833, -24.869], [9.381, -5.800, -24.579], [9.935, -6.649, -25.622], [11.097, -7.366, -25.119], [11.540, -8.577, -25.985], [12.081, -8.270, -27.259], [13.287, -7.553, -27.159], [8.859, -2.174, -25.584], [7.149, -2.492, -25.803], [8.232, -2.391, -27.133], [7.306, -5.500, -25.034], [7.792, -4.189, -24.067], [9.098, -6.297, -23.651], [10.207, -5.258, -24.118], [10.184, -6.142, -26.459], [10.765, -7.737, -24.150], [12.000, -6.804, -24.881], [10.748, -9.272, -26.268], [12.343, -9.098, -25.465], [13.205, -6.594, -26.647], [13.672, -7.329, -28.154], [14.111, -8.073, -26.672], [18.010, -5.980, -20.750], [17.608, -6.589, -19.550], [16.684, -5.783, -18.733], [16.369, -6.288, -17.302], [15.426, -7.412, -17.263], [15.924, -8.636, -17.929], [14.899, -9.842, -17.833], [14.065, -9.752, -18.958], [13.158, -10.836, -19.047], [18.823, -6.597, -21.134], [18.436, -4.978, -20.779], [17.187, -5.853, -21.453], [15.754, -5.571, -19.261], [17.033, -4.759, -18.599], [16.048, -5.404, -16.751], [17.340, -6.556, -16.885], [15.188, -7.664, -16.314], [16.844, -9.042, -17.509], [15.988, -8.452, -19.001], [14.383, -9.753, -16.877], [15.376, -10.822, -17.858], [13.718, -11.747, -19.256], [12.497, -10.670, -19.898], [12.523, -10.981, -18.172], [15.624, -11.634, -23.602], [15.621, -10.640, -22.573], [15.888, -9.344, -23.138], [15.386, -8.183, -22.241], [13.933, -8.069, -22.292], [13.542, -7.021, -21.335], [12.009, -6.946, -21.281], [11.461, -8.171, -20.953], [10.083, -8.285, -20.848], [16.623, -11.827, -23.994], [14.920, -11.478, -24.419], [15.222, -12.522, -23.113], [15.557, -9.009, -24.122], [16.973, -9.262, -23.080], [15.905, -7.271, -22.534], [15.718, -8.399, -21.226], [13.546, -8.909, -21.885], [13.897, -6.046, -21.668], [13.865, -7.160, -20.303], [11.592, -6.462, -22.164], [11.739, -6.244, -20.492], [9.744, -9.198, -20.360], [9.590, -8.349, -21.818], [9.685, -7.482, -20.228], [11.483, -17.682, -23.329], [12.235, -16.483, -23.309], [13.018, -16.424, -24.494], [14.050, -15.205, -24.389], [13.670, -14.076, -25.198], [13.885, -14.287, -26.678], [13.707, -12.959, -27.494], [12.323, -12.449, -27.549], [12.149, -11.230, -28.028], [10.946, -17.900, -24.253], [10.707, -17.662, -22.564], [12.162, -18.527, -23.214], [12.415, -16.405, -25.402], [13.638, -17.313, -24.609], [15.016, -15.628, -24.667], [13.994, -14.895, -23.346], [12.671, -13.929, -25.218], [13.151, -14.964, -27.115], [14.863, -14.744, -26.828], [14.088, -12.925, -28.515], [14.291, -12.172, -27.018], [12.815, -10.409, -27.763], [11.115, -10.943, -27.838], [12.073, -11.289, -29.113], [10.250, -13.340, -30.503], [9.911, -13.239, -29.129], [9.903, -14.485, -28.467], [9.314, -14.414, -27.050], [10.227, -13.636, -26.200], [9.467, -13.058, -25.029], [10.392, -12.751, -23.848], [10.531, -11.364, -23.752], [11.440, -10.885, -22.744], [10.399, -12.348, -30.928], [9.553, -13.881, -31.143], [11.240, -13.795, -30.480], [10.901, -14.924, -28.435], [9.258, -15.093, -29.101], [9.220, -15.342, -26.487], [8.271, -14.101, -27.085], [10.580, -12.842, -26.715], [8.810, -13.863, -24.700], [8.931, -12.187, -25.408], [11.386, -13.183, -23.965], [9.868, -13.118, -22.966], [12.458, -11.262, -22.835], [11.136, -10.988, -21.702], [11.396, -9.799, -22.829], [7.023, -11.724, -32.814], [7.280, -12.208, -31.463], [7.388, -11.109, -30.504], [7.232, -11.479, -28.967], [5.928, -11.899, -28.551], [5.788, -12.224, -27.145], [4.338, -12.788, -26.863], [4.338, -14.116, -27.267], [3.051, -14.722, -27.326], [7.768, -10.988, -33.117], [5.982, -11.403, -32.854], [7.056, -12.615, -33.441], [6.659, -10.338, -30.754], [8.397, -10.707, -30.594], [7.470, -10.544, -28.460], [7.983, -12.224, -28.706], [5.724, -12.702, -29.128], [5.793, -11.285, -26.592], [6.516, -12.913, -26.716], [3.605, -12.221, -27.436], [4.039, -12.745, -25.816], [2.293, -14.081, -27.775], [2.690, -14.827, -26.303], [3.097, -15.630, -27.927], [7.513, -9.573, -25.103], [6.870, -10.504, -24.718], [8.740, -9.437, -24.728], [7.178, -8.533, -25.765], [9.105, -10.142, -24.104], [9.204, -8.571, -24.958], [7.856, -7.855, -26.081], [6.201, -8.390, -25.980]]
}